DFT (ωB97M-V/def2-TZVPD) results for a structure of composition C37H24BrN5O2PTl.

Values from the calculation:
- HOMO: 0.1 eV
- Frontier orbital gap: 0.1389 Eh

```
! RIJCOSX wB97M-V def2-TZVPD def2/J DEFGRID3
* xyz -2 1
Tl 2.178 0.786 -1.193
Br -2.555 3.838 4.728
C -1.403 3.501 3.242
C -1.547 4.262 2.063
C -0.726 4.035 1.003
C 0.294 3.006 0.995
O 1.011 2.837 -0.019
C 0.396 2.245 2.215
C 1.356 1.200 2.442
N 2.149 0.636 1.603
C 2.945 -0.411 2.096
C 2.514 -1.340 3.004
C 3.347 -2.395 3.444
C 4.607 -2.534 2.954
C 5.084 -1.608 1.992
C 6.357 -1.729 1.393
C 6.756 -0.826 0.455
C 5.866 0.217 0.111
N 4.683 0.365 0.639
C 4.267 -0.541 1.568
C -0.449 2.532 3.311
H -2.318 5.021 2.008
H -0.831 4.604 0.088
H 1.398 0.879 3.493
H 1.491 -1.302 3.356
H 2.950 -3.121 4.143
H 5.233 -3.371 3.238
H 6.992 -2.561 1.678
H 7.716 -0.906 -0.037
H 6.151 0.945 -0.645
H -0.337 1.949 4.219
O 1.150 0.993 -4.503
C -0.013 0.761 -4.451
C -1.295 0.482 -4.449
C -1.984 0.323 -5.761
C -3.290 -0.005 -5.819
C -4.102 -0.208 -4.654
C -3.490 -0.029 -3.426
C -2.156 0.313 -3.231
P -1.456 0.605 -1.626
C -2.844 1.387 -0.688
C -3.589 0.799 0.327
C -4.599 1.507 0.974
C -4.884 2.813 0.613
C -4.149 3.412 -0.406
C -3.141 2.708 -1.039
C -1.331 -1.033 -0.780
C -1.523 -2.232 -1.456
C -1.316 -3.448 -0.813
C -0.946 -3.484 0.523
C -0.770 -2.289 1.213
C -0.936 -1.079 0.559
H -1.410 0.475 -6.667
H -3.741 -0.109 -6.803
H -5.150 -0.462 -4.731
H -4.103 -0.150 -2.535
H -3.381 -0.221 0.626
H -5.161 1.028 1.767
H -5.666 3.364 1.122
H -4.356 4.435 -0.697
H -2.564 3.180 -1.827
H -1.820 -2.199 -2.498
H -1.434 -4.375 -1.361
H -0.766 -4.433 1.011
H -0.465 -2.307 2.252
H -0.759 -0.147 1.092
N 1.787 -6.281 0.101
C 2.302 -5.248 -0.045
N 3.003 -4.157 -0.186
C 2.538 -2.994 -0.510
N 2.238 -1.907 -0.803
*
```



DFT (ωB97M-V/def2-TZVPD) results for a structure of composition C37H26BrCl3CrF5N3O3S4SeSi at a distorted geometry.

Values from the calculation:
- HOMO (alpha / beta): -1.1 / -1.1 eV
- Relative energy (zero: lowest compared OMol25 entry of this formula, charge and spin): 208.6 kJ/mol
- Frontier orbital gap (alpha / beta): 0.1724 / 0.1726 Eh

```
! RIJCOSX wB97M-V def2-TZVPD def2/J DEFGRID3
* xyz -2 5
Cr 0.001 -0.061 -0.154
C -1.981 1.775 7.400
C -1.225 1.575 6.117
C 0.044 2.141 5.950
C 0.736 1.982 4.768
C 0.176 1.244 3.730
C -1.072 0.653 3.887
C -1.766 0.832 5.066
S 1.028 1.049 2.184
O 2.399 1.449 2.393
O 0.279 1.804 1.190
N 0.877 -0.463 1.665
C 1.308 -1.517 2.390
C 1.894 -1.403 3.672
C 2.260 -2.551 4.335
C 2.041 -3.790 3.737
C 1.480 -3.799 2.470
N 1.136 -2.712 1.812
H -1.322 1.674 8.264
H -2.790 1.052 7.491
H -2.413 2.777 7.427
H 0.491 2.697 6.764
H 1.719 2.405 4.630
H -1.470 0.041 3.093
H -2.741 0.380 5.180
H 2.057 -0.426 4.100
H 2.725 -2.499 5.313
H 2.307 -4.711 4.237
H 1.288 -4.721 1.933
C 4.203 -3.587 0.357
C 3.855 -2.148 0.135
C 4.677 -1.115 0.591
C 4.310 0.200 0.329
C 3.113 0.414 -0.315
Br 2.618 2.165 -0.797
N 2.276 -0.543 -0.708
C 2.691 -1.806 -0.525
H 5.280 -3.738 0.325
H 3.727 -4.203 -0.401
H 3.836 -3.912 1.332
H 5.599 -1.333 1.110
H 4.931 1.032 0.618
H 2.040 -2.571 -0.922
F 1.585 -2.980 -8.798
C 1.449 -2.294 -7.630
C 2.358 -2.466 -6.588
F 3.404 -3.313 -6.770
C 2.208 -1.778 -5.401
F 3.122 -1.975 -4.429
C 1.157 -0.862 -5.183
Se 0.882 0.060 -3.599
C 0.280 -0.695 -6.275
F -0.721 0.197 -6.163
C 0.404 -1.388 -7.458
F -0.477 -1.187 -8.470
Cl -2.061 -2.321 1.596
Si -1.070 -2.143 -0.333
Cl -2.824 -2.500 -1.472
Cl -0.277 -4.073 -0.543
O -0.982 0.790 -1.510
C -2.094 1.573 -1.681
C -1.770 2.709 -2.628
C -0.536 3.183 -2.927
C -0.567 4.258 -3.843
C -1.824 4.588 -4.225
S -3.008 3.585 -3.469
C -2.508 2.145 -0.342
C -2.784 1.454 0.800
C -3.026 2.297 1.907
C -2.918 3.612 1.594
S -2.525 3.847 -0.063
C -3.246 0.786 -2.283
C -4.540 0.672 -1.869
C -5.323 -0.115 -2.741
C -4.607 -0.577 -3.799
S -2.969 -0.068 -3.754
H 0.364 2.765 -2.520
H 0.324 4.748 -4.192
H -2.144 5.348 -4.913
H -2.833 0.379 0.840
H -3.260 1.936 2.891
H -3.033 4.470 2.227
H -4.927 1.123 -0.973
H -6.367 -0.324 -2.580
H -4.944 -1.200 -4.603
*
```



DFT (ωB97M-V/def2-TZVPD) results for a structure of composition C37H26Cl5F5GeMoN2O2S2Se at a distorted geometry.

Values from the calculation:
- HOMO (alpha / beta): -8.7 / -9.3 eV
- Relative energy (zero: lowest compared OMol25 entry of this formula, charge and spin): 522.7 kJ/mol
- Frontier orbital gap (alpha / beta): 0.1944 / 0.2186 Eh

```
! RIJCOSX wB97M-V def2-TZVPD def2/J DEFGRID3
* xyz 1 2
Mo 1.438 -1.005 -1.622
Cl -0.223 -5.122 1.177
C 1.427 -4.576 1.363
C 1.710 -3.337 0.765
C 3.025 -2.896 0.892
Cl 3.442 -1.612 -0.151
C 3.895 -3.484 1.740
Cl 5.400 -2.651 2.010
C 3.575 -4.615 2.464
Cl 4.702 -5.110 3.709
C 2.343 -5.187 2.195
Cl 1.808 -6.609 2.975
C -2.303 8.421 0.682
O -3.122 8.222 1.499
C 0.360 0.479 -1.571
O -0.110 1.696 -1.655
H -1.427 8.970 0.857
H -2.434 7.865 -0.310
H 2.689 0.270 -1.256
C 0.676 3.795 -6.602
C 1.383 2.624 -6.779
C 1.152 1.492 -6.000
C 0.119 1.447 -5.053
C -0.565 2.695 -4.911
C -0.355 3.819 -5.669
Ge -0.178 -0.122 -3.962
C -2.027 -0.793 -4.195
C -2.415 -2.137 -3.866
C -3.526 -2.736 -4.456
C -4.291 -2.014 -5.346
C -4.015 -0.674 -5.645
C -2.914 -0.072 -4.989
C 1.364 -1.348 -3.949
C 1.260 -2.688 -3.402
C 2.374 -3.408 -3.021
C 3.677 -2.913 -3.182
C 3.763 -1.576 -3.621
C 2.629 -0.772 -3.900
H 0.834 4.745 -7.193
H 2.230 2.563 -7.450
H 1.880 0.709 -6.094
H -1.395 2.688 -4.023
H -0.921 4.619 -5.353
H -1.794 -2.698 -3.237
H -3.821 -3.749 -4.249
H -5.166 -2.500 -5.760
H -4.612 -0.095 -6.358
H -2.793 1.009 -5.150
H 0.252 -3.060 -3.288
H 2.164 -4.413 -2.542
H 4.548 -3.504 -2.916
H 4.781 -1.193 -3.650
H 2.798 0.228 -4.203
F -3.624 5.220 2.646
C -2.747 4.281 2.905
C -3.133 3.090 3.514
F -4.394 2.937 3.926
C -2.237 2.040 3.607
F -2.718 0.841 4.020
C -0.923 2.223 3.349
S 0.154 0.860 3.480
C -0.511 3.474 2.834
F 0.794 3.595 2.693
C -1.393 4.504 2.567
F -1.041 5.679 2.054
C 1.217 -2.278 5.035
N 0.202 -1.694 5.905
C -0.591 -2.444 6.719
C -1.202 -1.639 7.592
N -0.740 -0.354 7.322
C -0.889 0.850 8.161
C 0.101 -0.403 6.305
Se 1.055 1.086 5.426
H 2.203 -2.012 5.363
H 1.091 -1.913 4.004
H 1.039 -3.341 4.948
H -0.605 -3.493 6.536
H -1.937 -1.834 8.365
H -1.928 0.993 8.476
H -0.711 1.685 7.462
H -0.209 0.844 9.029
S 0.391 -2.482 0.008
*
```



Ordered energy results: -4936.4960 -11597.8441 -9828.2831; unit hartree.